Molecular formula: C4H13N2
Method: DFT, the ωB97M-V functional and the def2-TZVPD basis

Element x y z (Å)
N (-0.63068, -1.07180, -0.76371)
C (-1.84575, -1.34209, -0.02085)
C (-2.13299, 0.04649, 0.56597)
N (0.91985, 0.58927, 0.24709)
C (2.16088, -0.11612, 0.69994)
C (1.17126, 1.56964, -0.74868)
H (-0.22844, -1.74072, -1.38653)
H (0.13975, -0.25811, -0.22772)
H (-1.26124, 0.22233, 1.15689)
H (-1.68351, -1.83965, 0.93834)
H (-2.59686, -1.89709, -0.68885)
H (-3.10988, 0.13347, 1.07894)
H (-2.20649, 0.83951, -0.20317)
H (2.37724, -1.12314, 0.21542)
H (2.11181, -0.23882, 1.79259)
H (3.11784, 0.53562, 0.53842)
H (1.52468, 2.55940, -0.36077)
H (0.26430, 1.89419, -1.31084)
H (1.90821, 1.23764, -1.52248)

Properties
* HOMO energy: -13.931 eV
* gap between HOMO and LUMO: 5.5 eV
* energy above the lowest of the compared OMol25 structures with the same formula, charge and spin: 697.7 kJ/mol
* net charge: +1
* LUMO level: -8.4 eV
* molecular weight: 89.16 g mol⁻¹
* DFT total energy: -269.23497 hartree
* spin multiplicity: 1
* F_max: 2.616 eV Å⁻¹